# 1
C37H55BN6P2SZr | the ωB97M-V functional and the def2-TZVPD basis

The value obtained for the HOMO energy is -0.458 Ha. Its total charge is +2. The value obtained for the relative energy (zero: lowest compared OMol25 entry of this formula, charge and spin) is 49.26 kcal/mol. The HOMO-LUMO gap comes out at 0.225 hartree. The calculation puts the electronic energy at -2923.781753 hartree.

Last column: Löwdin charge in e.
Positions of all 103 atoms, in Å:
Zr -0.1311 -0.2600 -0.2071  1.350
N 2.6925 -2.5447 2.6564  -0.023
C 2.1906 -1.6852 1.7987  -0.628
S 0.4593 -1.6904 1.8528  0.563
N 2.3684 -2.4226 -0.9124  -0.034
N 1.0861 -2.1948 -1.2348  -0.037
C 0.2729 -3.1986 -1.2622  -0.205
C 0.7213 -4.6133 -1.1930  -0.210
C 1.6369 -5.1103 -2.1261  -0.032
C 2.0315 -6.4385 -2.0746  -0.047
C 1.5222 -7.2785 -1.0887  -0.048
C 0.6064 -6.7925 -0.1664  -0.048
C 0.2038 -5.4643 -0.2187  -0.031
C -1.1381 -2.8742 -1.5265  -0.200
C -2.0377 -3.8316 -1.9479  0.037
C -3.3080 -3.4440 -2.3481  0.014
C -3.6482 -2.1019 -2.3343  -0.019
C -2.7172 -1.2038 -1.8777  -0.126
N -1.4929 -1.5720 -1.4560  -0.042
H 2.1382 -3.1409 3.2669  0.091
H 3.6926 -2.5965 2.7856  0.098
H 2.0115 -4.4667 -2.9160  0.121
H 2.7321 -6.8206 -2.8073  0.118
H 1.8358 -8.3155 -1.0465  0.119
H 0.2003 -7.4474 0.5965  0.118
H -0.5057 -5.0835 0.5096  0.124
H -1.7309 -4.8664 -1.9948  0.131
H -4.0181 -4.1863 -2.6947  0.134
H -4.6176 -1.7561 -2.6679  0.130
H -2.9227 -0.1523 -1.8433  0.069
C 4.7716 0.2943 0.9938  -0.087
C 3.7821 1.3728 0.5270  -0.643
C 4.5715 2.5445 -0.0595  -0.073
C 2.9569 1.8564 1.7359  -0.078
P 2.4867 0.6758 -0.6666  1.108
C 1.9794 2.2322 -1.5555  -0.262
N 0.8429 2.7653 -0.8397  -0.046
B -0.3043 1.9966 -0.4264  -0.571
N -1.1419 2.9552 0.2400  -0.036
C -2.4782 2.7745 0.7433  -0.291
P -2.8772 0.9816 0.8816  1.125
C -2.4683 0.6125 2.6662  -0.688
C -3.3603 1.2391 3.7328  -0.072
C -1.0429 1.1404 2.8655  -0.121
C -2.5316 -0.9173 2.8367  -0.133
C -4.7225 1.0117 0.5990  -0.679
C -4.9504 1.3743 -0.8825  -0.083
C -5.4699 2.0425 1.4479  -0.066
C -5.2774 -0.3994 0.8513  -0.077
C -0.5294 4.2056 0.2249  -0.163
C -0.9504 5.4183 0.7581  0.001
C -0.1117 6.5119 0.6146  -0.066
C 1.1135 6.4020 -0.0523  -0.066
C 1.5312 5.1960 -0.5948  -0.005
C 0.6963 4.0932 -0.4448  -0.167
C 3.1721 -0.3076 -2.0895  -0.624
C 3.4578 -1.7355 -1.6090  -0.166
C 4.4798 0.2496 -2.6532  -0.064
C 2.1145 -0.3148 -3.2224  -0.084
H 5.4050 0.7290 1.7721  0.099
H 5.4315 -0.0375 0.1853  0.073
H 4.2465 -0.5600 1.4047  0.026
H 5.4443 2.6995 0.5794  0.103
H 4.0019 3.4738 -0.0456  0.073
H 4.9408 2.3683 -1.0682  0.072
H 3.6359 2.2882 2.4789  0.105
H 2.4323 1.0218 2.2053  0.058
H 2.2325 2.6274 1.4632  0.078
H 1.7131 1.9987 -2.5780  0.086
H 2.7833 2.9543 -1.5936  0.076
H -3.1897 3.2364 0.0596  0.097
H -2.6116 3.2551 1.7130  0.096
H -3.4795 2.3175 3.6026  0.086
H -2.8990 1.0771 4.7119  0.103
H -4.3478 0.7774 3.7611  0.076
H -1.0038 2.2311 2.8628  0.094
H -0.3448 0.7999 2.1012  -0.028
H -0.6539 0.7840 3.8218  0.107
H -3.5654 -1.2613 2.9006  0.072
H -2.0220 -1.2228 3.7541  0.094
H -2.0730 -1.4556 2.0132  -0.008
H -4.7134 2.4174 -1.0971  0.085
H -6.0097 1.2326 -1.1157  0.101
H -4.3831 0.7488 -1.5722  0.042
H -5.0269 3.0406 1.3906  0.085
H -5.5511 1.7559 2.4917  0.066
H -6.4876 2.1189 1.0512  0.103
H -4.7024 -1.1707 0.3281  0.070
H -6.3104 -0.4522 0.4946  0.099
H -5.2885 -0.6436 1.9149  0.072
H -1.9009 5.5158 1.2711  0.114
H -0.4131 7.4700 1.0207  0.113
H 1.7452 7.2763 -0.1542  0.113
H 2.4760 5.1327 -1.1215  0.110
H 4.2963 -1.7323 -0.9108  0.118
H 3.7609 -2.3213 -2.4864  0.132
H 2.5706 -3.3878 -0.7195  0.125
H 5.2993 0.1994 -1.9347  0.078
H 4.3601 1.2846 -2.9765  0.089
H 4.7701 -0.3358 -3.5315  0.105
H 1.0884 -0.1635 -2.8877  0.047
H 2.1378 -1.2707 -3.7514  0.096
H 2.3313 0.4638 -3.9525  0.092

Cartesian forces (eV/Å) of the 6 atoms listed first:
Zr 0.16 -2.23 0.50
N 0.02 -0.07 0.05
C 0.28 0.24 0.05
S -0.53 0.17 -0.20
N 0.18 0.54 -0.25
N -0.18 0.31 0.06



# 2
C37H55Cl2F6N2O3PbSSb | the ωB97M-V functional and the def2-TZVPD basis

The value obtained for the HOMO energy (spin up / spin down) is -0.595 / -0.595 Ha. The expectation value of S² is 0.76. Its total charge is +3. The value obtained for the relative energy (zero: lowest compared OMol25 entry of this formula, charge and spin) is 2.76 kcal/mol. Its spin multiplicity is 2. The HOMO-LUMO gap (spin up / spin down) comes out at 0.219 / 0.158 hartree. The calculation puts the electronic energy at -4128.118337 hartree.

Last column: Mulliken spin population.
Positions of all 108 atoms, in Å:
Pb 0.7472 -0.6901 2.3606  0.017
C -4.1374 -1.6447 -4.3388  0.000
C -2.9038 -2.5730 -4.2623  0.001
C -3.3240 -3.9814 -4.6919  0.000
C -1.8198 -2.0549 -5.2289  0.000
C -2.3555 -2.5149 -2.8520  -0.004
C -1.8679 -1.3413 -2.3580  0.001
C -1.1445 -1.3425 -1.1502  0.001
N -0.6160 -0.3043 -0.5923  0.000
C -0.2810 0.9133 -0.9350  -0.005
C 0.3337 1.3178 -2.1102  0.000
C 0.5310 2.6689 -2.3439  0.005
C 0.1332 3.6646 -1.3493  -0.003
C -0.4287 3.3782 -0.1607  0.003
C -0.4572 1.9355 0.1954  0.005
O -0.4921 1.5056 1.3266  0.000
C -0.9515 4.4228 0.8071  0.000
C -0.9911 5.8091 0.1611  0.000
C -2.3735 4.0422 1.2567  0.000
C -0.0145 4.4783 2.0363  0.000
C 1.0844 3.1100 -3.6784  0.000
C 0.2647 2.4743 -4.8192  0.000
C 2.5409 2.5838 -3.7274  0.000
C 1.0962 4.6293 -3.8641  0.000
C -1.0417 -2.6258 -0.3091  0.000
O -0.4756 -2.5424 0.7620  -0.024
C -1.6966 -3.8430 -0.8274  0.001
C -2.3002 -3.7332 -2.0228  0.003
C -1.7377 -5.1200 0.0089  0.001
C -2.3138 -6.2928 -0.7898  0.000
C -2.6673 -4.8397 1.2098  0.002
C -0.3466 -5.5331 0.5184  0.000
H -4.5306 -1.6780 -5.3550  0.000
H -3.8862 -0.6089 -4.1056  0.000
H -4.9225 -1.9777 -3.6580  0.000
H -3.6633 -3.9462 -5.7263  0.000
H -4.1548 -4.3594 -4.0924  0.000
H -2.4947 -4.6912 -4.6478  0.000
H -2.1892 -2.1372 -6.2508  0.000
H -0.9058 -2.6470 -5.1477  0.000
H -1.5754 -1.0087 -5.0401  0.000
H -1.9840 -0.4046 -2.8881  0.000
H 0.5909 0.5655 -2.8434  0.000
H 0.2666 4.7031 -1.6063  -0.001
H -1.5622 5.8084 -0.7700  0.000
H 0.0115 6.1996 -0.0279  0.000
H -1.4814 6.4982 0.8476  0.000
H -3.0592 4.0257 0.4062  0.000
H -2.7336 4.7903 1.9622  0.000
H -2.4016 3.0735 1.7560  0.000
H 1.0123 4.7069 1.7402  0.000
H -0.0324 3.5544 2.6114  0.000
H -0.3604 5.2766 2.6949  0.000
H 0.2982 1.3843 -4.8021  0.000
H 0.6727 2.8040 -5.7746  0.000
H -0.7788 2.7933 -4.7699  0.000
H 2.5813 1.4937 -3.7115  0.000
H 3.1271 2.9694 -2.8893  0.000
H 3.0019 2.9316 -4.6529  0.000
H 0.0990 5.0624 -3.7619  0.000
H 1.4400 4.8561 -4.8727  0.000
H 1.7768 5.1251 -3.1684  0.000
H -2.7973 -4.6027 -2.4203  0.000
H -3.3640 -6.1418 -1.0479  0.000
H -2.2589 -7.1948 -0.1818  0.000
H -1.7420 -6.4746 -1.7023  0.000
H -3.6588 -4.5313 0.8727  0.000
H -2.2547 -4.0640 1.8587  0.000
H -2.7790 -5.7555 1.7934  0.000
H 0.3506 -5.6663 -0.3131  0.000
H -0.4333 -6.4906 1.0321  0.000
H 0.0672 -4.8105 1.2191  0.001
Cl 2.4232 -3.2191 1.9316  0.001
C 3.3963 -3.0370 3.4135  -0.001
Cl 2.9042 -1.5705 4.2874  0.001
H 4.4393 -2.9452 3.1399  0.000
H 3.2276 -3.9016 4.0409  0.000
C -2.0545 -0.5737 6.0414  0.066
S -1.3552 -2.1574 5.6058  0.376
C -0.1442 -2.5058 6.8633  0.065
O -0.7081 -2.0563 4.2675  0.422
H -2.5827 -0.7028 6.9887  -0.007
H -2.7497 -0.2757 5.2575  0.007
H -1.2186 0.1271 6.1314  0.023
H -0.6811 -2.5655 7.8133  -0.006
H 0.5655 -1.6742 6.8481  0.023
H 0.3343 -3.4586 6.6388  0.005
C 5.8416 2.6017 -0.6567  0.000
C 4.7183 1.8424 -0.0211  0.000
C 3.7435 2.4849 0.7415  0.000
C 2.7178 1.7587 1.3092  0.000
N 2.6112 0.4248 1.1655  0.009
C 3.5572 -0.2063 0.4496  0.000
C 4.5993 0.4596 -0.1591  0.001
H 5.5079 3.5727 -1.0215  0.000
H 6.2945 2.0425 -1.4733  0.000
H 6.6220 2.7928 0.0852  0.000
H 3.7932 3.5528 0.9183  0.000
H 1.9695 2.2522 1.9180  0.000
H 3.4698 -1.2820 0.3645  0.000
H 5.3277 -0.1035 -0.7283  0.000
F 0.9135 1.2251 3.6404  0.003
Sb 1.5253 1.9747 5.4242  0.003
F -0.2997 2.3972 5.5622  0.001
F 0.9995 0.1828 5.9334  0.002
F 1.9586 2.3895 7.1641  0.000
F 3.1788 1.2693 4.9091  0.000
F 1.8692 3.4969 4.4082  0.000

Cartesian forces (eV/Å) of the 6 atoms listed first:
Pb 0.19 0.70 -0.60
C 0.06 -0.06 0.03
C -0.27 0.07 -0.03
C 0.05 0.01 0.04
C 0.04 -0.06 0.08
C 0.20 -0.12 0.05